Molecular formula: C5H8O
Method: DFT, ωB97M-V/def2-TZVPD

Each atom is followed by the atoms it is bonded to, with distances in Å.
CARTESIAN COORDINATES (ANGSTROEM)
1 O -0.64951 2.46461 -0.22149  C2 1.208
2 C -0.34071 1.30676 -0.07096  O1 1.208, C3 1.517, C6 1.530
3 C -1.27834 0.15561 0.24026  C2 1.517, C4 1.530, H7 1.099, H8 1.091
4 C -0.51514 -1.07019 -0.26620  C3 1.530, C5 1.536, H9 1.093, H10 1.099
5 C 0.91844 -0.75945 0.19028  C4 1.536, C6 1.536, H11 1.093, H12 1.098
6 C 1.07557 0.73170 -0.14342  C2 1.530, C5 1.536, H13 1.094, H14 1.096
7 H -1.30728 0.14529 1.33907  C3 1.099
8 H -2.29303 0.30340 -0.13258  C3 1.091
9 H -0.89961 -2.02491 0.10285  C4 1.093
10 H -0.55229 -1.10157 -1.36391  C4 1.099
11 H 1.67725 -1.38929 -0.28101  C5 1.093
12 H 0.98838 -0.92115 1.27406  C5 1.098
13 H 1.75810 1.28457 0.50807  C6 1.094
14 H 1.41815 0.87460 -1.17502  C6 1.096

- Gap between HOMO and LUMO: 10.385 eV
- Total charge: 0
- ΔE to the lowest compared entry with this formula, charge and spin: 0.6 kcal/mol
- F_max: 0.0092 hartree/bohr
- Highest occupied orbital energy: -9.378 eV